No. 1
Computed, not measured: a molecular structure, C31H44BrN3O9Ti in a non-equilibrium geometry, with ωB97M-V with the def2-TZVPD basis set.

Structure (XYZ):
```
89
C31H44BrN3O9Ti | OMol25 | ωB97M-V with the def2-TZVPD basis set
Ti 0.381 -0.744 -0.720
O 6.385 -1.901 -1.556
C 5.085 -1.618 -1.262
C 4.643 -0.301 -1.072
C 3.309 -0.096 -0.779
N 2.471 -1.117 -0.665
C 2.876 -2.379 -0.883
C 4.186 -2.685 -1.191
C 1.717 -3.377 -0.830
O 1.936 -4.568 -0.957
O 0.587 -2.771 -0.657
C 2.622 1.268 -0.743
O 3.311 2.273 -0.853
O 1.349 1.176 -0.657
H 6.895 -1.084 -1.558
H 5.290 0.562 -1.168
H 4.485 -3.706 -1.374
C 0.835 2.091 6.718
C -0.508 1.417 6.403
C -1.628 2.411 6.715
C -0.687 0.200 7.321
C -0.519 0.975 4.940
C 0.371 0.005 4.509
C 0.399 -0.387 3.183
Br 1.611 -1.770 2.702
C -0.445 0.167 2.209
O -0.389 -0.206 0.956
C -1.395 1.127 2.655
C -1.390 1.506 3.990
C -2.426 1.699 1.678
C -3.377 2.688 2.363
C -1.726 2.464 0.546
C -3.289 0.563 1.103
H 0.873 2.408 7.764
H 0.981 2.968 6.085
H 1.667 1.409 6.538
H -1.600 2.673 7.775
H -2.611 1.988 6.497
H -1.520 3.333 6.141
H -0.710 0.514 8.368
H 0.129 -0.515 7.205
H -1.620 -0.319 7.095
H 1.062 -0.464 5.198
H -2.110 2.241 4.311
H -2.851 3.559 2.759
H -3.937 2.219 3.175
H -4.099 3.044 1.626
H -1.144 3.296 0.950
H -2.475 2.872 -0.139
H -1.045 1.834 -0.017
H -3.847 0.072 1.905
H -2.692 -0.191 0.593
H -4.011 0.975 0.392
C -4.200 -2.808 -0.728
C -2.705 -3.039 -0.903
C -2.419 -4.461 -1.388
O -2.128 -2.835 0.375
C -2.188 -2.029 -1.968
O -2.559 -2.175 -3.124
O -1.439 -1.056 -1.565
H -4.596 -3.535 -0.016
H -4.711 -2.913 -1.684
H -4.376 -1.806 -0.333
H -2.823 -5.173 -0.665
H -1.343 -4.619 -1.469
H -2.872 -4.629 -2.364
H -1.171 -2.971 0.286
C 0.398 1.621 -6.747
C 1.215 2.073 -5.540
N 1.603 0.986 -4.654
C 2.864 0.308 -4.904
C 2.744 -0.964 -5.742
C 0.782 0.551 -3.659
C -0.442 1.365 -3.342
N 1.013 -0.501 -2.943
H 0.110 2.484 -7.351
H -0.510 1.104 -6.435
H 0.967 0.940 -7.380
H 0.659 2.816 -4.970
H 2.128 2.567 -5.874
H 3.330 0.084 -3.942
H 3.525 1.024 -5.394
H 2.001 -1.642 -5.320
H 3.700 -1.489 -5.779
H 2.443 -0.737 -6.765
H -0.157 2.321 -2.900
H -1.051 0.800 -2.643
H -1.040 1.550 -4.234
H 1.845 -1.010 -3.222
```

Results
- multiplicity = 2
- ⟨S²⟩ = 0.753
- net charge = -1
- energy relative to the best compared isomer or geometry (same formula, charge and spin) (kJ/mol) = 4.1
- HOMO-LUMO gap (spin up / spin down) (Ha) = 0.2441 / 0.2654

No. 2
Computed, not measured: 9 unconnected molecules or ions with the total composition C18H54O9S9 in a non-equilibrium geometry, with ωB97M-V with the def2-TZVPD basis set.

Structure (XYZ):
```
90
C18H54O9S9 | OMol25 | ωB97M-V with the def2-TZVPD basis set
C -0.914 -1.425 -2.898
S -0.931 -3.157 -3.594
O 0.493 -3.666 -3.764
C -1.955 -4.014 -2.260
H -1.849 -1.185 -2.392
H -0.721 -0.564 -3.538
H -0.132 -1.367 -2.141
H -2.885 -3.508 -2.001
H -1.388 -3.985 -1.329
H -2.190 -5.064 -2.432
C -0.361 1.888 1.129
S -0.760 0.635 -0.182
O -0.980 1.435 -1.492
C 1.033 -0.024 -0.293
H -1.202 2.579 1.196
H 0.459 2.496 0.748
H -0.131 1.545 2.137
H 1.496 -0.110 -1.276
H 0.974 -1.093 -0.084
H 1.615 0.351 0.548
C -2.661 -1.965 1.070
S -4.245 -2.135 0.161
O -4.274 -3.684 0.099
C -5.156 -1.541 1.553
H -2.482 -1.010 1.562
H -1.832 -2.255 0.424
H -2.580 -2.648 1.915
H -6.244 -1.598 1.508
H -4.864 -0.491 1.574
H -4.927 -2.057 2.485
C 0.648 4.342 -2.200
S 2.094 4.015 -3.284
O 3.151 5.143 -3.141
C 2.559 2.412 -2.561
H 0.214 5.319 -2.412
H 1.032 4.187 -1.192
H -0.153 3.604 -2.148
H 2.725 2.477 -1.486
H 3.485 2.161 -3.079
H 1.706 1.743 -2.667
C 0.638 0.716 6.887
S 1.603 -0.076 5.473
O 0.626 -0.274 4.329
C 2.536 1.380 4.910
H 1.349 1.424 7.311
H 0.458 -0.091 7.598
H -0.299 1.227 6.665
H 1.868 2.192 4.623
H 2.957 1.056 3.958
H 3.250 1.618 5.698
C 5.729 -0.118 -3.420
S 4.882 -1.437 -2.396
O 3.657 -0.776 -1.660
C 4.091 -2.482 -3.709
H 5.009 0.236 -4.157
H 6.705 -0.410 -3.807
H 5.949 0.728 -2.768
H 3.390 -3.167 -3.232
H 4.808 -3.115 -4.233
H 3.634 -1.915 -4.520
C -3.454 -0.212 -5.777
S -4.671 -0.435 -4.425
O -4.237 -1.849 -4.105
C -3.936 0.861 -3.296
H -3.234 0.819 -6.056
H -3.852 -0.798 -6.605
H -2.509 -0.693 -5.524
H -2.967 1.175 -3.685
H -3.732 0.397 -2.331
H -4.702 1.594 -3.044
C -2.132 5.550 5.989
S -1.457 5.388 4.274
O 0.069 5.673 4.319
C -1.763 3.548 4.227
H -3.173 5.228 6.025
H -1.922 6.563 6.334
H -1.409 4.968 6.560
H -1.415 3.186 3.259
H -2.803 3.265 4.394
H -1.250 2.982 5.004
C 2.217 -3.857 -0.663
S 1.355 -4.051 0.953
O 0.775 -5.404 0.867
C 2.893 -4.186 2.002
H 3.014 -3.129 -0.515
H 1.579 -3.688 -1.530
H 2.581 -4.770 -1.135
H 3.546 -4.934 1.553
H 2.636 -4.531 3.004
H 3.244 -3.160 2.112
```

Results
- energy relative to the best compared isomer or geometry (same formula, charge and spin) (kJ/mol) = 360.8
- HOMO-LUMO gap (Ha) = 0.3041

No. 3
Computed, not measured: 12 unconnected molecules or ions with the total composition C48H72O36 in a non-equilibrium geometry, with ωB97M-V with the def2-TZVPD basis set.

Structure (XYZ):
```
156
C48H72O36 | OMol25 | ωB97M-V with the def2-TZVPD basis set
C -4.870 5.703 -1.355
C -3.872 4.508 -1.252
C -3.835 3.601 -2.533
O -2.499 3.543 -2.895
C -1.734 4.384 -2.127
O -0.531 4.473 -2.216
O -2.511 5.051 -1.270
H -5.898 5.345 -1.408
H -4.703 6.364 -2.196
H -4.823 6.384 -0.512
H -3.957 3.858 -0.380
H -4.459 4.044 -3.314
H -4.113 2.567 -2.348
C 1.551 0.586 -0.734
C 0.201 0.234 -0.059
C -0.442 1.489 0.625
O -1.759 1.541 0.101
C -1.874 0.712 -0.972
O -2.845 0.657 -1.731
O -0.807 -0.096 -1.105
H 2.368 0.683 0.006
H 1.391 1.542 -1.231
H 1.908 -0.183 -1.410
H 0.155 -0.662 0.580
H 0.064 2.344 0.241
H -0.572 1.371 1.697
C 4.976 3.003 -5.115
C 4.779 2.075 -3.913
C 6.072 1.980 -3.062
O 5.556 2.171 -1.684
C 4.260 2.619 -1.762
O 3.671 2.946 -0.783
O 3.780 2.618 -3.034
H 4.100 3.101 -5.751
H 5.770 2.690 -5.797
H 5.271 4.002 -4.848
H 4.384 1.106 -4.226
H 6.827 2.739 -3.197
H 6.615 1.043 -3.168
C 4.173 -6.097 2.471
C 2.813 -5.493 2.076
C 2.321 -4.623 3.209
O 1.767 -3.503 2.511
C 2.208 -3.542 1.165
O 2.032 -2.599 0.400
O 2.910 -4.644 0.945
H 4.809 -5.247 2.750
H 4.665 -6.616 1.642
H 3.960 -6.906 3.170
H 2.059 -6.182 1.695
H 3.182 -4.387 3.858
H 1.624 -5.261 3.734
C 2.992 -2.180 -3.663
C 3.660 -2.576 -2.306
C 5.010 -3.256 -2.482
O 5.843 -2.709 -1.511
C 5.226 -1.622 -0.950
O 5.727 -0.913 -0.101
O 4.040 -1.379 -1.536
H 1.952 -1.893 -3.540
H 2.991 -3.040 -4.327
H 3.536 -1.351 -4.126
H 2.942 -3.084 -1.667
H 5.342 -2.983 -3.495
H 4.854 -4.341 -2.418
C 6.057 0.770 2.658
C 4.642 0.958 2.117
C 3.759 -0.216 2.442
O 2.507 0.300 2.849
C 2.692 1.671 3.035
O 1.847 2.455 3.384
O 3.925 2.007 2.721
H 6.099 0.751 3.750
H 6.703 1.593 2.370
H 6.399 -0.229 2.356
H 4.662 1.141 1.036
H 4.231 -0.812 3.213
H 3.605 -0.908 1.645
C -0.218 0.533 4.991
C 0.226 -0.378 6.218
C 1.750 -0.260 6.439
O 1.874 -0.315 7.852
C 0.709 0.252 8.380
O 0.597 0.526 9.537
O -0.253 0.254 7.453
H 0.229 1.516 5.048
H -1.300 0.586 5.057
H 0.124 0.082 4.063
H -0.171 -1.402 6.185
H 2.123 0.718 6.140
H 2.306 -1.072 6.000
C -4.704 0.063 1.314
C -3.900 -0.004 2.660
C -4.513 -0.889 3.802
O -3.426 -1.827 4.082
C -2.378 -1.586 3.258
O -1.367 -2.276 3.275
O -2.612 -0.640 2.333
H -5.652 0.613 1.423
H -5.000 -0.974 1.057
H -4.012 0.462 0.567
H -3.601 0.949 3.042
H -5.308 -1.568 3.543
H -4.797 -0.379 4.711
C 0.143 1.731 -4.240
C -0.402 0.348 -4.709
C -1.652 0.543 -5.553
O -1.496 -0.493 -6.546
C -0.179 -0.888 -6.586
O 0.257 -1.568 -7.458
O 0.538 -0.389 -5.536
H 0.534 2.249 -5.118
H 0.969 1.700 -3.521
H -0.685 2.281 -3.805
H -0.579 -0.301 -3.846
H -1.599 1.517 -6.044
H -2.616 0.389 -5.102
C -2.509 -3.230 -0.271
C -1.140 -3.860 0.264
C -1.384 -4.866 1.361
O -0.411 -5.885 1.127
C -0.104 -5.851 -0.219
O 0.577 -6.630 -0.810
O -0.521 -4.647 -0.786
H -2.244 -2.546 -1.080
H -2.845 -2.619 0.567
H -3.160 -4.026 -0.577
H -0.459 -3.082 0.615
H -2.378 -5.305 1.287
H -1.170 -4.380 2.289
C -5.780 -1.583 -1.904
C -6.268 -1.203 -3.286
C -5.204 -0.391 -3.993
O -5.124 -0.951 -5.340
C -5.753 -2.167 -5.319
O -5.737 -2.892 -6.256
O -6.401 -2.346 -4.153
H -4.852 -2.160 -2.029
H -6.485 -2.223 -1.376
H -5.575 -0.716 -1.269
H -7.213 -0.684 -3.237
H -4.182 -0.497 -3.619
H -5.403 0.666 -4.043
C -2.189 5.968 1.823
C -2.065 4.444 2.095
C -0.872 4.130 3.047
O -1.495 3.149 3.952
C -2.883 3.210 3.780
O -3.613 2.551 4.489
O -3.280 3.946 2.753
H -2.257 6.439 2.817
H -3.087 6.091 1.234
H -1.310 6.377 1.304
H -1.971 3.858 1.172
H -0.570 4.985 3.656
H -0.001 3.631 2.624
```

Results
- energy relative to the best compared isomer or geometry (same formula, charge and spin) (kJ/mol) = 262.5
- HOMO-LUMO gap (Ha) = 0.3917
- SMILES = C[C@H]1COC(=O)O1.C[C@H]1COC(=O)O1.C[C@H]1COC(=O)O1.C[C@H]1COC(=O)O1.C[C@H]1COC(=O)O1.C[C@H]1COC(=O)O1.C[C@H]1COC(=O)O1.C[C@H]1COC(=O)O1.C[C@H]1COC(=O)O1.C[C@H]1COC(=O)O1.C[C@H]1COC(=O)O1.C[C@H]1COC(=O)O1

The lowest energy relative to the best compared isomer or geometry (same formula, charge and spin) belongs to which entry?
C31H44BrN3O9Ti

The lowest energy relative to the best compared isomer or geometry (same formula, charge and spin) belongs to which entry?
C31H44BrN3O9Ti

Among the records above, which one has the highest energy relative to the best compared isomer or geometry (same formula, charge and spin)?
C18H54O9S9

Which formula does entry 2 have?
C18H54O9S9